[1]
Density functional theory data (ωB97M-V with the def2-TZVPD basis set) for an isolated ion of composition C9H11ClNO and charge +1 at a distorted geometry.

XYZ file:
```
23
Properties=species:S:1:pos:R:3:forces:R:3:mulliken_charge:R:1
C 0.48533 -2.05644 -1.20954 0.16 0.79 1.81 -0.4490
C -0.65099 -1.37650 -1.14224 0.30 0.68 0.37 -0.6279
C 1.26573 -1.78237 0.11781 -0.27 -2.44 -0.82 -0.3469
C 0.05953 0.63557 0.21844 -1.58 -0.82 -0.76 0.1064
C 1.39296 0.57087 0.03247 1.43 3.30 0.31 0.3206
C 0.16413 -1.63027 1.13780 0.88 2.12 1.19 -0.8501
C -0.75165 -0.63409 0.30148 1.21 -1.95 -0.42 0.1364
C -1.95135 2.35942 -0.23531 0.23 -5.61 -1.80 -1.2925
C -0.58232 1.91917 0.35540 -1.12 2.34 -0.05 -0.8311
N 2.06275 -0.58826 -0.04007 -1.29 -0.45 0.37 0.8670
O 3.21982 -0.66332 -0.22538 2.25 -0.24 -0.40 -0.4812
Cl 2.43414 2.01383 0.01227 -0.77 -1.27 -0.16 -0.1308
H 0.97273 -2.74145 -1.87520 -0.34 0.14 -0.76 0.4786
H -1.28885 -1.18451 -1.99893 -0.43 -0.19 0.46 0.4018
H 1.97030 -2.58895 0.27064 0.29 0.04 0.41 0.6029
H -0.18453 -2.64080 1.32441 -0.67 0.23 0.10 0.3890
H 0.53513 -1.12165 2.13814 -0.77 -1.16 -1.90 0.2456
H -1.72829 -0.54091 0.76754 -0.14 0.39 -0.52 0.5325
H -1.94780 3.33536 -0.43871 0.20 3.96 -0.32 0.4468
H -2.88021 2.09949 0.28375 0.47 -0.27 -0.02 0.3385
H -1.91629 1.88736 -1.27850 -0.78 0.53 1.21 0.2927
H -0.72112 1.96656 1.41191 0.15 0.28 1.44 0.3632
H 0.04086 2.76190 0.07180 0.59 -0.39 0.28 0.4873
```
Forces are in eV/Å.

Output
- SMILES: CCC1=C(Cl)[N+](=O)[C@@H]2C=C[C@H]1C2
- Net charge: +1
- HOMO-LUMO gap (spin up / spin down): 0.2876 / 0.2876 Ha
- HOMO level (spin up / spin down): -0.51829 / -0.51831 Ha

---

[2]
Density functional theory data (ωB97M-V with the def2-TZVPD basis set) for one molecule with the formula C19H17F3N2O4S at a distorted geometry.

XYZ file:
```
46
Properties=species:S:1:pos:R:3:forces:R:3:mulliken_charge:R:1
O -1.23063 -2.97372 -2.66320 -0.99 0.01 -0.60 -0.5697
O 1.67134 3.10817 -0.41246 -0.53 -1.06 -0.34 -0.5696
O 4.25371 -1.36254 5.61688 -1.35 0.40 -1.25 -0.6647
O 3.03117 -3.43453 5.18596 0.11 0.57 -1.14 -0.6718
F -2.92419 -2.20819 -4.70178 1.56 1.15 0.88 -0.2468
F -1.23515 -0.84417 -5.18284 -0.83 -0.24 0.54 -0.2588
F -2.78164 -0.25555 -3.71137 0.47 -0.51 -0.46 -0.1552
C -1.12835 -1.82246 -3.04246 0.86 -2.22 1.44 -0.1264
C 1.04736 2.11230 -0.75271 0.79 1.13 -0.24 0.3387
C -0.08937 -1.00671 -2.42365 0.48 1.25 0.72 -0.7357
C 0.46150 -1.28874 -1.17986 -0.06 0.66 -0.37 0.2721
C -1.27438 1.35577 -0.22535 -0.28 -0.38 -0.24 -0.1058
C -0.99155 3.04191 -1.91050 -0.02 1.10 -0.66 -0.2964
C 2.06200 -2.16107 1.10027 0.66 1.54 0.79 -0.6612
C 2.06295 0.19205 1.80635 0.73 -0.82 0.68 -0.2238
C -2.65821 1.31172 -0.45196 1.28 1.40 -1.10 -0.9623
C -2.38111 3.07221 -2.17423 1.23 -1.34 1.11 -0.8341
C 2.46670 -2.52315 2.38004 0.03 -0.74 -0.27 -0.5099
C 2.48117 -0.18723 3.09733 -0.53 -1.05 -1.22 -1.0669
C -0.42027 2.16881 -0.98904 -1.17 -0.36 0.51 0.3553
C 1.90072 -0.77345 0.79917 -1.15 -1.66 0.43 0.5171
C -3.18846 2.16873 -1.45668 -0.24 -0.43 0.13 1.2968
C 2.64857 -1.55180 3.35957 0.33 0.76 0.59 0.1291
N 1.36982 -0.44146 -0.46457 -0.90 -0.06 -2.01 0.3769
N 1.75059 -1.46244 5.90651 0.10 0.87 -0.94 -0.6082
C -2.04237 -1.29529 -4.17899 -0.51 0.21 -0.52 0.8222
C -4.66722 2.10284 -1.74944 -0.21 0.29 0.18 -1.6148
C 1.85594 0.83077 -1.07958 -0.25 -0.40 1.31 -1.2787
S 3.07187 -1.98693 5.04412 0.95 -2.23 1.81 1.3079
H 0.11624 -0.10138 -2.98309 0.29 0.22 0.40 0.2538
H 0.10953 -2.22155 -0.65850 0.54 1.19 -0.48 0.5313
H -0.82400 0.72231 0.53450 -0.17 -0.03 -0.05 0.3993
H -0.33091 3.77591 -2.41622 -0.44 -0.66 0.20 0.3653
H 1.97276 -2.93255 0.35793 -0.11 0.02 -0.29 0.6028
H 1.88641 1.22785 1.63101 -0.12 0.57 -0.31 0.4073
H -3.28253 0.62330 0.09797 -0.12 0.09 0.01 0.3747
H -2.78177 3.70927 -2.95776 -0.01 -0.05 0.26 0.4072
H 2.65631 -3.59625 2.55673 -0.15 0.79 0.31 0.4049
H 2.59147 0.51365 3.90553 0.05 0.31 -0.02 0.3599
H 2.01989 -1.47647 6.86896 0.28 0.19 0.74 0.3186
H 1.03613 -2.15725 5.77096 -0.41 -0.20 -0.08 0.2782
H -4.85912 2.07634 -2.83775 0.01 0.13 0.54 0.3544
H -5.11461 1.20712 -1.29364 0.09 0.33 -0.18 0.3472
H -5.14203 3.00129 -1.29348 0.04 -0.59 -0.47 0.3716
H 1.96903 0.72476 -2.14952 -0.25 -0.10 -0.33 0.5314
H 2.85466 1.01782 -0.67912 -0.08 -0.04 -0.04 0.4368
```
Forces are in eV/Å.

Output
- SMILES: Cc1ccc(C(=O)CN(/C=C/C(=O)C(F)(F)F)c2ccc(S(N)(=O)=O)cc2)cc1
- HOMO-LUMO gap: 0.3034 Ha
- HOMO level: -0.32712 Ha

---

[3]
Density functional theory data (ωB97M-V with the def2-TZVPD basis set) for C17H25ClHfO as an isolated structure at a distorted geometry.

XYZ file:
```
45
Properties=species:S:1:pos:R:3:forces:R:3:mulliken_charge:R:1
C -4.34069 -0.22734 -1.75481 0.18 -0.50 0.81 1.0673
C -4.98883 0.39932 -0.60856 0.28 0.32 0.71 -1.1399
C -3.85859 0.59381 -2.84102 1.04 0.32 -0.13 -1.2296
C -4.39757 -1.67618 -1.92032 0.56 -0.59 0.09 -1.1464
Cl -1.82073 -0.50700 0.02710 -2.75 -0.73 0.12 -0.3978
H -4.77523 0.68686 -3.43472 -0.09 0.24 -0.43 0.3823
H -3.07614 0.12519 -3.45574 -0.52 -0.07 0.11 0.3671
H -3.51684 1.59112 -2.53982 -0.42 -0.18 0.00 0.3642
H -6.03800 0.44085 -0.93301 -0.25 0.10 0.12 0.4319
H -4.64868 1.42232 -0.42024 -0.16 -0.13 -0.28 0.3652
H -4.95424 -0.14910 0.34850 -0.06 -0.14 -0.69 0.3359
H -5.38667 -1.81519 -2.38030 -0.13 -0.22 -0.08 0.4263
H -4.36577 -2.28664 -1.00345 -0.26 0.59 -0.17 0.3222
H -3.64400 -2.06957 -2.61232 -0.29 0.26 -0.03 0.3794
C 1.66088 2.42486 1.33995 -0.90 0.27 -0.75 -0.6400
C 1.56312 2.11963 -0.04385 0.12 0.22 0.93 -0.6916
C 0.19580 1.87155 -0.38253 -0.56 0.46 0.05 -0.2486
H 2.41668 2.10193 -0.71313 -0.35 0.17 0.05 0.6032
C -0.57646 2.00310 0.82976 0.92 0.91 0.55 -0.7228
C 0.34318 2.34815 1.88108 -0.22 -0.36 -0.75 -0.6894
H 0.06242 2.59296 2.90367 0.06 -0.25 -0.24 0.4735
H 2.55930 2.79856 1.85790 -0.66 -0.53 -0.27 0.6599
H -0.21021 1.80174 -1.40419 0.30 0.06 0.78 0.7040
H -1.65420 1.94593 0.94843 0.39 0.18 -0.13 0.5761
C 1.63293 -2.55379 -0.31715 -0.81 0.07 -0.49 -0.7441
C 2.69247 -1.65855 -0.55342 -0.83 1.25 -1.01 -0.6579
C 2.15533 -0.51661 -1.27167 0.02 -1.87 0.36 -0.4929
H 3.76026 -1.82525 -0.37547 -0.60 0.15 0.34 0.6272
C 0.78023 -0.77630 -1.58326 0.55 -1.32 0.10 -0.4472
C 0.44360 -2.04038 -0.94612 0.96 -0.22 -0.71 -0.5632
H -0.49493 -2.58080 -1.03766 0.38 0.18 0.01 0.5986
H 1.70579 -3.54572 0.14756 -0.07 0.64 -0.08 0.4809
H 2.73154 0.33608 -1.57898 0.01 -0.05 -0.19 0.6663
H 0.15417 -0.19790 -2.25928 0.21 -0.27 0.29 0.6836
Hf 0.39245 -0.23094 0.61905 2.12 1.86 -1.58 1.0949
C 4.33696 0.40517 1.66059 0.12 0.06 -0.23 -1.0529
C 3.14168 -0.25530 2.31033 -0.72 -0.47 -0.22 1.1038
C 3.46042 -0.98374 3.55752 0.04 0.22 0.49 -1.2668
O 1.95365 -0.31461 1.84867 4.18 -0.11 2.74 -0.6581
H 5.24976 0.17567 2.23735 -0.58 0.00 -0.28 0.4625
H 4.27793 1.50710 1.64709 -0.32 -0.43 -0.17 0.2501
H 4.50612 0.04055 0.63110 -0.37 0.32 0.33 0.2424
H 2.76012 -0.68756 4.35580 0.15 -0.23 -0.22 0.3685
H 3.30916 -2.05675 3.35236 0.09 0.21 0.18 0.3241
H 4.50183 -0.77721 3.86722 -0.76 -0.36 -0.03 0.4274
```
Forces are in eV/Å.

Output
- Net charge: +2
- HOMO-LUMO gap: 0.2460 Ha
- HOMO level: -0.52494 Ha

---

[4]
Density functional theory data (ωB97M-V with the def2-TZVPD basis set) for one molecule with the formula C7H13ClN2 at a distorted geometry.

XYZ file:
```
23
Properties=species:S:1:pos:R:3:forces:R:3:mulliken_charge:R:1
C -0.05542 1.05959 0.97841 -1.13 -1.22 -0.73 -0.6070
C -1.01464 0.47358 -0.05556 -3.11 1.56 1.62 1.7020
C 1.30439 -0.60398 0.20444 -0.93 0.94 0.71 1.6051
C -2.44040 0.32348 0.62973 -0.20 -3.88 -0.60 -1.5021
C -1.21200 1.62758 -1.00334 2.82 1.39 -3.57 -1.7324
C 1.57421 -1.93641 0.82314 -1.34 -0.88 -5.45 -1.7002
C 2.36571 -0.18676 -0.75105 -0.96 -0.42 2.43 -1.9149
N 1.01682 0.45106 1.09958 1.30 -0.41 0.37 -0.5525
N -0.50793 -0.61265 -0.78035 3.82 -0.73 0.38 -0.4616
Cl -1.23413 -2.16088 -0.63098 -0.14 0.13 0.46 -0.1697
H -0.40585 1.95158 1.49387 0.49 -0.12 0.33 0.4380
H -2.80838 1.27928 0.77687 -1.08 1.94 -0.19 0.4490
H -2.56164 -0.13770 1.66467 0.88 0.08 -1.32 0.3168
H -3.10533 -0.35032 -0.09791 1.23 1.85 1.58 0.3636
H -2.07875 1.59452 -1.59927 -1.53 -0.52 -0.45 0.4262
H -0.39289 1.60392 -1.88383 -1.35 -0.08 2.14 0.3405
H -1.17535 2.67173 -0.65899 0.09 -0.46 0.68 0.3457
H 1.48455 -2.70232 -0.09987 0.29 1.40 2.38 0.2987
H 0.89975 -2.14602 1.53914 -2.86 -0.98 2.16 0.4584
H 2.46241 -2.04134 1.30945 3.03 0.11 0.75 0.4714
H 2.18775 0.69997 -1.16762 -1.42 3.66 -1.87 0.4993
H 2.39971 -0.87027 -1.47460 0.62 -2.84 -2.98 0.4743
H 3.29741 0.01235 -0.31593 1.48 -0.54 1.18 0.4514
```
Forces are in eV/Å.

Output
- HOMO-LUMO gap: 0.3418 Ha
- HOMO level: -0.31053 Ha